C42H48F12O40S | the ωB97M-V functional and the def2-TZVPD basis

Bonds (Å) are listed after each position.
CARTESIAN COORDINATES (ANGSTROEM)
1 C -2.42 5.66 4.91  O2 1.408, H12 1.083, H13 1.092, H14 1.087
2 O -1.89 4.48 4.36  C1 1.408, C3 1.408
3 C -0.49 4.36 4.50  O2 1.408, C4 1.552, H15 1.091, H16 1.082
4 C -0.05 3.80 5.88  C3 1.552, C5 1.538, C11 1.508, H17 1.083
5 C 0.31 4.95 6.84  C4 1.538, C6 1.549, H18 1.080, H19 1.081
6 C -0.24 4.74 8.28  C5 1.549, S7 1.770, H20 1.082, H21 1.080
7 S -0.01 3.03 8.70  C6 1.770, O8 1.420, O9 1.426, O10 1.583
8 O 1.37 2.72 8.62  S7 1.420
9 O -0.58 2.77 9.98  S7 1.426
10 O -0.79 2.19 7.61  S7 1.583, C11 1.445
11 C -1.14 2.90 6.40  C4 1.508, O10 1.445, H22 1.082, H23 1.081
12 H -3.39 5.82 4.46  C1 1.083
13 H -2.58 5.55 5.98  C1 1.092
14 H -1.81 6.53 4.68  C1 1.087
15 H -0.03 5.34 4.39  C3 1.091
16 H -0.08 3.75 3.71  C3 1.082
17 H 0.84 3.20 5.72  C4 1.083
18 H 1.38 4.97 6.96  C5 1.080
19 H -0.04 5.92 6.51  C5 1.081
20 H -1.29 5.00 8.27  C6 1.082
21 H 0.33 5.36 8.94  C6 1.080
22 H -1.30 2.14 5.66  C11 1.082
23 H -2.09 3.40 6.51  C11 1.081
24 C -0.83 0.47 0.14  C25 1.504, O29 1.441, H31 1.094, H32 1.088
25 C -1.01 0.17 1.60  C24 1.504, O26 1.423, F30 1.365, H33 1.090
26 O -0.36 1.28 2.22  C25 1.423, C27 1.362
27 C -0.45 2.33 1.35  O26 1.362, O28 1.187, O29 1.346
28 O -0.24 3.45 1.65  C27 1.187
29 O -0.82 1.91 0.12  C24 1.441, C27 1.346
30 F -0.38 -0.98 1.97  C25 1.365
31 H 0.12 0.08 -0.24  C24 1.094
32 H -1.64 0.08 -0.47  C24 1.088
33 H -2.05 0.13 1.92  C25 1.090
34 C -1.84 0.43 11.36  C35 1.510, O39 1.439, H41 1.085, H42 1.085
35 C -3.19 0.06 10.79  C34 1.510, O36 1.417, F40 1.356, H43 1.092
36 O -3.05 -1.33 10.55  C35 1.417, C37 1.367
37 C -2.14 -1.81 11.45  O36 1.367, O38 1.184, O39 1.351
38 O -1.98 -2.96 11.70  C37 1.184
39 O -1.46 -0.79 12.03  C34 1.439, C37 1.351
40 F -3.44 0.69 9.61  C35 1.356
41 H -1.12 0.66 10.58  C34 1.085
42 H -1.88 1.25 12.06  C34 1.085
43 H -4.03 0.22 11.46  C35 1.092
44 C 4.68 -0.76 -2.12  C45 1.511, O49 1.430, H51 1.091, H52 1.085
45 C 4.58 0.11 -0.89  C44 1.511, O46 1.428, F50 1.350, H53 1.091
46 O 3.18 0.38 -0.83  C45 1.428, C47 1.358
47 C 2.55 -0.67 -1.43  O46 1.358, O48 1.188, O49 1.345
48 O 1.39 -0.91 -1.36  C47 1.188
49 O 3.42 -1.42 -2.12  C44 1.430, C47 1.345
50 F 5.26 1.27 -1.02  C45 1.350
51 H 4.77 -0.17 -3.04  C44 1.091
52 H 5.49 -1.48 -2.08  C44 1.085
53 H 4.89 -0.38 0.04  C45 1.091
54 C -5.61 -1.87 3.83  C55 1.511, O59 1.438, H61 1.091, H62 1.086
55 C -4.16 -2.29 3.90  C54 1.511, O56 1.424, F60 1.350, H63 1.091
56 O -3.62 -1.68 2.73  C55 1.424, C57 1.362
57 C -4.37 -0.58 2.47  O56 1.362, O58 1.188, O59 1.344
58 O -4.03 0.28 1.73  C57 1.188
59 O -5.52 -0.60 3.17  C54 1.438, C57 1.344
60 F -4.01 -3.63 3.81  C55 1.350
61 H -6.20 -2.56 3.22  C54 1.091
62 H -6.07 -1.77 4.81  C54 1.086
63 H -3.62 -1.93 4.78  C55 1.091
64 C 0.87 -1.81 -4.40  C65 1.506, O69 1.442, H71 1.089, H72 1.082
65 C 1.78 -2.83 -3.78  C64 1.506, O66 1.425, F70 1.357, H73 1.090
66 O 3.04 -2.51 -4.36  C65 1.425, C67 1.359
67 C 3.02 -1.19 -4.65  O66 1.359, O68 1.191, O69 1.341
68 O 3.99 -0.55 -4.92  C67 1.191
69 O 1.77 -0.70 -4.60  C64 1.442, C67 1.341
70 F 1.47 -4.11 -4.11  C65 1.357
71 H 0.48 -2.14 -5.36  C64 1.089
72 H 0.04 -1.53 -3.76  C64 1.082
73 H 1.87 -2.76 -2.69  C65 1.090
74 C -2.16 0.00 -7.28  C75 1.510, O79 1.435, H81 1.088, H82 1.086
75 C -3.60 -0.38 -7.06  C74 1.510, O76 1.422, F80 1.360, H83 1.086
76 O -3.49 -1.43 -6.11  C75 1.422, C77 1.350
77 C -2.38 -1.19 -5.39  O76 1.350, O78 1.190, O79 1.348
78 O -2.11 -1.71 -4.35  C77 1.190
79 O -1.59 -0.28 -5.99  C74 1.435, C77 1.348
80 F -4.17 -0.88 -8.19  C75 1.360
81 H -1.66 -0.62 -8.04  C74 1.088
82 H -2.03 1.04 -7.55  C74 1.086
83 H -4.22 0.41 -6.66  C75 1.086
84 C -2.62 -4.62 -0.43  C85 1.511, O89 1.436, H91 1.091, H92 1.086
85 C -2.81 -3.14 -0.65  C84 1.511, O86 1.420, F90 1.354, H93 1.092
86 O -4.22 -3.00 -0.58  C85 1.420, C87 1.363
87 C -4.68 -3.99 0.23  O86 1.363, O88 1.185, O89 1.351
88 O -5.76 -4.02 0.72  C87 1.185
89 O -3.73 -4.94 0.42  C84 1.436, C87 1.351
90 F -2.39 -2.74 -1.88  C85 1.354
91 H -2.70 -5.18 -1.36  C84 1.091
92 H -1.68 -4.86 0.05  C84 1.086
93 H -2.35 -2.50 0.11  C85 1.092
94 C -6.98 -1.82 -2.44  C95 1.511, O99 1.432, H101 1.091, H102 1.086
95 C -5.77 -2.64 -2.80  C94 1.511, O96 1.417, F100 1.355, H103 1.091
96 O -5.37 -2.07 -4.04  C95 1.417, C97 1.357
97 C -5.77 -0.77 -4.02  O96 1.357, O98 1.187, O99 1.354
98 O -5.38 0.07 -4.76  C97 1.187
99 O -6.66 -0.55 -3.03  C94 1.432, C97 1.354
100 F -6.08 -3.95 -2.99  C95 1.355
101 H -7.89 -2.22 -2.89  C94 1.091
102 H -7.13 -1.72 -1.37  C94 1.086
103 H -4.94 -2.57 -2.09  C95 1.091
104 C 5.36 7.15 6.18  C105 1.511, O109 1.432, H111 1.090, H112 1.086
105 C 4.33 6.28 5.49  C104 1.511, O106 1.419, F110 1.353, H113 1.091
106 O 3.56 5.79 6.58  C105 1.419, C107 1.365
107 C 3.63 6.73 7.56  O106 1.365, O108 1.183, O109 1.354
108 O 2.90 6.78 8.50  C107 1.183
109 O 4.63 7.61 7.32  C104 1.432, C107 1.354
110 F 4.90 5.23 4.84  C105 1.353
111 H 6.22 6.56 6.50  C104 1.090
112 H 5.70 7.98 5.57  C104 1.086
113 H 3.68 6.81 4.80  C105 1.091
114 C 5.78 -0.85 -7.30  C115 1.510, O119 1.436, H121 1.089, H122 1.082
115 C 5.62 -1.00 -8.79  C114 1.510, O116 1.416, F120 1.358, H123 1.092
116 O 6.93 -0.75 -9.27  C115 1.416, C117 1.367
117 C 7.80 -1.10 -8.28  O116 1.367, O118 1.182, O119 1.354
118 O 8.96 -1.26 -8.43  C117 1.182
119 O 7.14 -1.26 -7.11  C114 1.436, C117 1.354
120 F 4.76 -0.09 -9.32  C115 1.358
121 H 5.67 0.19 -6.98  C114 1.089
122 H 5.10 -1.46 -6.72  C114 1.082
123 H 5.31 -2.00 -9.11  C115 1.092
124 C 1.99 -0.22 -11.45  C125 1.512, O129 1.433, H131 1.090, H132 1.086
125 C 0.64 -0.75 -11.88  C124 1.512, O126 1.421, F130 1.352, H133 1.091
126 O 0.07 -1.16 -10.65  C125 1.421, C127 1.359
127 C 0.62 -0.38 -9.67  O126 1.359, O128 1.187, O129 1.349
128 O 0.19 -0.27 -8.57  C127 1.187
129 O 1.71 0.27 -10.13  C124 1.433, C127 1.349
130 F 0.75 -1.82 -12.70  C125 1.352
131 H 2.73 -1.01 -11.39  C124 1.090
132 H 2.36 0.58 -12.09  C124 1.086
133 H -0.01 -0.01 -12.35  C125 1.091
134 C 4.49 -5.75 -2.49  C135 1.511, O139 1.434, H141 1.092, H142 1.086
135 C 4.67 -4.91 -1.24  C134 1.511, O136 1.411, F140 1.361, H143 1.091
136 O 3.34 -4.51 -0.95  C135 1.411, C137 1.364
137 C 2.51 -5.47 -1.44  O136 1.364, O138 1.181, O139 1.357
138 O 1.37 -5.57 -1.15  C137 1.181
139 O 3.17 -6.28 -2.30  C134 1.434, C137 1.357
140 F 5.43 -3.81 -1.48  C135 1.361
141 H 4.51 -5.13 -3.38  C134 1.092
142 H 5.22 -6.55 -2.58  C134 1.086
143 H 5.06 -5.44 -0.37  C135 1.091

## Properties
F_max: 0.03445 Eh/bohr
E_LUMO: 0.198 eV
Energy: -169677.605 eV
HOMO energy: -9.889 eV

Löwdin atomic charge list, values in e, 99 entries: atom 1 (C): -0.10, atom 2 (O): -0.17, atom 3 (C): -0.18, atom 4 (C): -0.25, atom 5 (C): -0.16, atom 6 (C): -0.18, atom 7 (S): 0.60, atom 8 (O): -0.24, atom 9 (O): -0.28, atom 10 (O): -0.19, atom 11 (C): -0.16, atom 12 (H): 0.09, atom 13 (H): 0.08, atom 14 (H): 0.09, atom 15 (H): 0.12, atom 16 (H): 0.10, atom 17 (H): 0.15, atom 18 (H): 0.09, atom 19 (H): 0.11, atom 20 (H): 0.11, atom 21 (H): 0.11, atom 22 (H): 0.14, atom 23 (H): 0.12, atom 24 (C): -0.04, atom 25 (C): -0.30, atom 26 (O): 0.13, atom 27 (C): -0.54, atom 28 (O): 0.16, atom 29 (O): 0.10, atom 30 (F): 0.06, atom 31 (H): 0.10, atom 32 (H): 0.14, atom 33 (H): 0.12, atom 34 (C): -0.05, atom 35 (C): -0.31, atom 36 (O): 0.13, atom 37 (C): -0.56, atom 38 (O): 0.18, atom 39 (O): 0.08, atom 40 (F): 0.07, atom 41 (H): 0.12, atom 42 (H): 0.14, atom 43 (H): 0.17, atom 44 (C): -0.03, atom 45 (C): -0.28, atom 46 (O): 0.16, atom 47 (C): -0.51, atom 48 (O): 0.17, atom 49 (O): 0.03, atom 50 (F): 0.09, atom 51 (H): 0.13, atom 52 (H): 0.14, atom 53 (H): 0.18, atom 54 (C): -0.03, atom 55 (C): -0.30, atom 56 (O): 0.11, atom 57 (C): -0.55, atom 58 (O): 0.17, atom 59 (O): 0.09, atom 60 (F): 0.09, atom 61 (H): 0.14, atom 62 (H): 0.14, atom 63 (H): 0.18, atom 64 (C): -0.03, atom 65 (C): -0.30, atom 66 (O): 0.12, atom 67 (C): -0.56, atom 68 (O): 0.13, atom 69 (O): 0.11, atom 70 (F): 0.09, atom 71 (H): 0.15, atom 72 (H): 0.12, atom 73 (H): 0.14, atom 74 (C): -0.06, atom 75 (C): -0.30, atom 76 (O): 0.13, atom 77 (C): -0.55, atom 78 (O): 0.14, atom 79 (O): 0.08, atom 80 (F): 0.07, atom 81 (H): 0.11, atom 82 (H): 0.14, atom 83 (H): 0.15, atom 84 (C): -0.02, atom 85 (C): -0.29, atom 86 (O): 0.06, atom 87 (C): -0.55, atom 88 (O): 0.18, atom 89 (O): 0.09, atom 90 (F): 0.08, atom 91 (H): 0.15, atom 92 (H): 0.14, atom 93 (H): 0.17, atom 94 (C): -0.04, atom 95 (C): -0.31, atom 96 (O): 0.14, atom 97 (C): -0.53, atom 98 (O): 0.17, atom 99 (O): 0.08